# C27H58CdNP3

C27H58CdNP3 as an isolated structure (wB97M-V/def2-TZVPD, OMol25).

Structure (ORCA input):
```
! wB97M-V def2-TZVPD RIJCOSX def2/J DEFGRID3
* xyz 0 1
Cd -0.88088 -0.62274 -1.22336
P -1.36517 -2.28832 -2.69279
P -0.38859 1.01146 2.22540
P -0.53024 0.77918 -4.33197
N -0.64268 0.39466 0.78247
C -0.88127 3.59960 3.36241
C -1.93396 -1.36790 -4.17798
C 3.42352 3.64943 -5.09919
C 2.94127 1.85565 -3.31637
C 0.43631 1.13118 -5.92302
C -0.70716 -0.92346 -4.97193
C -0.97750 -0.11412 3.62295
C 1.81381 1.67639 3.96321
C -1.23072 0.64541 4.93136
C 1.17381 4.51036 -4.35827
C 0.50063 -2.66462 -2.80582
C 3.45388 2.28296 -4.48797
C 0.41593 3.76853 -3.55922
C 1.88299 2.50719 1.61814
C 0.04051 -1.21432 3.92140
C 2.62971 4.65555 -4.25526
C -2.00710 1.55069 -5.12879
C 0.84145 3.11935 -2.25587
C 2.22689 0.07486 2.03934
C -2.26939 -0.80770 3.18612
C -1.21653 3.38771 0.90166
C 2.27509 2.54746 -2.14698
C -1.36896 2.66148 2.24656
C 1.47313 1.33009 2.50322
C -0.52344 -2.44959 0.26506
C -2.85274 2.33215 2.44518
C -2.17344 -3.82364 -3.18734
H -2.85081 1.57561 -4.45276
H 1.56019 2.36140 0.58172
H -3.18732 -3.56849 -3.51364
H -0.10534 0.75440 -6.79868
H -0.89546 -1.00920 -6.05925
H 0.63301 2.18328 -6.11568
H 1.77916 -0.34207 1.12978
H 2.15015 1.79676 -1.36422
H -0.96183 3.15982 4.36412
H -3.20402 1.57708 1.72987
H -0.34250 1.15860 5.31007
H 1.64258 0.85962 4.66993
H 2.25301 -0.71133 2.79735
H 0.73848 -3.21954 -3.70381
H 0.66322 3.81833 -1.39732
H -1.66139 -4.34631 -4.01068
H 4.53142 3.89469 -5.13892
H 0.96292 -0.84440 4.37221
H 0.23731 -1.48489 -4.79361
H -2.50067 -0.50692 -3.75428
H -0.41798 -1.88235 4.66160
H -3.08737 2.01404 3.46555
H 3.26784 0.34003 1.81702
H 0.63835 -3.26502 -1.90684
H -1.54735 4.47504 3.33739
H -2.19275 -4.48860 -2.32917
H 0.11649 2.28428 -2.11706
H 2.89218 5.65090 -4.61860
H -3.40434 3.26559 2.26863
H 3.10653 3.60327 -6.14883
H 0.02505 -3.37306 -0.02879
H -1.50377 -0.11120 5.67864
H 2.88624 1.91451 4.00829
H 1.14974 -1.76607 -2.76249
H 0.70868 5.09606 -5.17133
H 3.94183 1.51524 -5.15071
H -3.12251 -0.12750 3.14601
H -2.49884 -1.57668 3.93506
H 2.97394 4.48853 -3.23175
H 3.29325 0.86177 -3.03137
H -0.07269 -1.97992 1.16103
H 2.97864 2.58347 1.61878
H -0.63541 3.56785 -3.82754
H -1.51691 2.75211 0.05889
H -2.06406 1.34838 4.87351
H -1.79379 2.57526 -5.43406
H -2.64806 -1.89100 -4.83928
H -2.31910 1.01264 -6.02786
H 0.13875 3.97409 3.20516
H -1.58536 -2.66876 0.48450
H -1.87296 4.26796 0.94266
H 2.90372 3.32719 -1.69712
H 1.51201 3.46755 1.98690
H -2.14116 -1.28328 2.20883
H 1.39965 0.62442 -5.89382
H -0.19989 3.75687 0.72586
H 0.27249 -1.81446 3.03995
H 1.28506 2.56945 4.31580
*
```

Frontier orbital gap (spin up / spin down) = 5.42 / 5.42 eV
HOMO (spin up / spin down) = -5.771 / -5.771 eV